Entry 1:
# C12H13NO4

An isolated molecule of C12H13NO4 in a non-equilibrium geometry (ωB97M-V/def2-TZVPD, OMol25).

ORCA input file:
```
! RIJCOSX wB97M-V def2-TZVPD def2/J DEFGRID3
* xyz 0 1
O 2.56614 1.43371 2.07715
C 1.39135 1.02496 1.52199
C 0.95856 -0.53081 1.80675
C 1.55071 -1.61627 0.71046
C 1.11426 -1.31974 -0.84161
C 2.00910 -0.22357 -1.72214
O 1.63911 -0.73906 -3.08210
C 1.88334 -2.18721 -2.98826
O 2.25697 -2.97938 -4.01228
O 1.59623 -2.53885 -1.57251
N 0.59904 2.05860 0.75246
C -0.84535 1.64087 0.58701
C -1.36896 1.06764 -0.85708
C -2.93558 0.57635 -0.98414
C -3.86325 0.68638 0.36915
C -3.35663 1.27965 1.82902
C -1.79690 1.76884 1.95628
H -0.20083 -0.69564 1.97010
H 1.46205 -0.82826 2.84757
H 1.05770 -2.66250 1.00428
H 2.72963 -1.63024 0.88422
H -0.04398 -1.37611 -1.09514
H 1.64494 0.88966 -1.66602
H 3.16175 -0.43475 -1.59954
H 1.05115 2.33730 -0.14568
H -0.65357 0.97766 -1.78232
H -3.29478 0.14022 -2.02118
H -4.97248 0.31655 0.31339
H -4.03198 1.36867 2.78363
H -1.30773 2.19534 2.95656
*
```

Properties
energy above the lowest of the compared OMol25 structures with the same formula, charge and spin = 313.4 kcal/mol
Kohn-Sham gap = 8.37 eV
energy = -22322.58541 eV

Results of the Löwdin charge analysis, in e, for atoms 1 through 4: O -0.0646; C -0.2636; C -0.1199; C -0.1111

Entry 2:
# C9H21ClN3O3Zn

A structure of composition C9H21ClN3O3Zn in a non-equilibrium geometry (ωB97M-V/def2-TZVPD, OMol25).

ORCA input file:
```
! RIJCOSX wB97M-V def2-TZVPD def2/J DEFGRID3
* xyz 0 2
Zn 2.34031 -1.19879 -2.98291
Cl 0.37613 -0.58792 -1.60639
C 2.61389 0.28853 1.90737
C 1.22506 0.56633 2.57195
O 1.23441 1.07165 3.63684
N 0.12534 0.14108 1.97349
C -1.16969 0.21721 2.62144
H 3.19190 1.20623 1.79858
H 2.47294 0.00801 0.86356
H 3.24391 -0.49676 2.32509
H 0.22424 -0.04244 0.98524
H -1.54088 1.24205 2.61725
H -1.18619 -0.13994 3.65114
H -1.94525 -0.36123 2.11944
C -3.27313 -2.67089 -0.29694
C -2.28375 -3.44960 0.57847
O -2.67329 -4.33395 1.26624
N -1.01511 -3.00543 0.51229
C 0.13063 -3.58416 1.19557
H -3.72073 -1.87187 0.29409
H -4.05936 -3.37876 -0.55936
H -2.89900 -2.27528 -1.24119
H -0.87919 -2.14517 0.00083
H 0.63978 -4.08207 0.37037
H -0.22479 -4.25326 1.97921
H 0.72132 -2.82236 1.70435
C -0.35448 2.37788 -3.84342
C 0.52344 3.23948 -2.92147
O 1.05912 4.22825 -3.45438
N 0.69193 2.88439 -1.64289
C 1.69684 3.58132 -0.82910
H -1.10876 1.85003 -3.25986
H 0.32599 1.72969 -4.39561
H -0.87834 2.92117 -4.62987
H 0.48361 1.93179 -1.37970
H 1.49048 4.64909 -0.90247
H 2.70284 3.39822 -1.20665
H 1.69777 3.16748 0.17928
*
```

Properties
Kohn-Sham gap (spin up / spin down) = 8.70 / 5.80 eV
energy = -81226.99047 eV

Results of the Löwdin charge analysis, in e, for atoms 1 through 4: Zn 0.5332; Cl -0.1771; C 0.0026; C -0.6033

Entry 3:
# C39H42BrN3O20S

A cluster of 5 separate species, C39H42BrN3O20S in total in a non-equilibrium geometry (ωB97M-V/def2-TZVPD, OMol25).

ORCA input file:
```
! RIJCOSX wB97M-V def2-TZVPD def2/J DEFGRID3
* xyz 0 1
C 5.00659 -3.88051 0.30876
C 3.49695 -3.71065 0.40408
C 3.03459 -2.30598 0.00797
Br 1.06038 -2.26500 0.24475
N 3.46535 -2.01091 -1.30800
C 3.03734 -0.73500 -1.85942
C 3.67572 0.48444 -1.16922
O 2.72838 1.50845 -0.94521
C 2.14971 1.42656 0.34548
C 0.87482 2.27443 0.41169
C -0.13845 1.58456 1.35958
C -1.41556 1.21701 0.58345
C -2.42489 0.61126 1.56044
S -3.83839 -0.17217 0.72616
C -3.21797 -1.73037 0.25395
N -2.20310 -2.05157 -0.43902
N -2.21566 -3.44435 -0.53275
C -3.24131 -3.83260 0.09907
O -3.94430 -2.82088 0.65370
C 3.10812 1.85970 1.47588
C 3.27528 0.78376 2.55445
O 2.44306 1.06578 3.69913
C 2.00610 -0.02540 4.34738
O 2.60922 -1.06043 4.43997
H 5.24632 -4.87384 0.68715
H 5.32038 -3.86568 -0.72887
H 5.54890 -3.16675 0.92233
H 2.98787 -4.39905 -0.27367
H 3.11377 -3.94599 1.39215
H 3.51297 -1.62162 0.70110
H 3.28172 -2.77864 -1.93919
H 1.95250 -0.59252 -1.87934
H 3.36192 -0.71847 -2.89755
H 4.21824 0.20000 -0.26547
H 4.41393 0.91418 -1.84216
H 1.81665 0.39668 0.49895
H 0.43532 2.33276 -0.58114
H 1.06926 3.26437 0.79556
H -0.47863 2.26149 2.14731
H 0.26614 0.70209 1.85354
H -1.81625 2.15389 0.20088
H -1.18957 0.52773 -0.22571
H -2.86441 1.40204 2.16220
H -1.92077 -0.10517 2.20217
H -3.55173 -4.85239 0.19844
H 4.09323 2.01430 1.04162
H 2.78341 2.76867 1.97153
H 4.31944 0.70556 2.84553
H 2.97751 -0.17741 2.14416
H 1.01736 0.09405 4.80674
O -7.02223 -3.59727 -6.17143
C -6.93245 -3.13207 -5.05004
C -5.87951 -3.48530 -4.11439
C -5.86364 -2.94014 -2.89245
O -4.92936 -3.21999 -1.98846
C -6.91184 -1.96152 -2.44610
O -6.83773 -1.52247 -1.31392
C -7.95382 -1.58957 -3.39049
C -7.96876 -2.13379 -4.61429
O -8.89014 -1.83737 -5.52445
H -5.13149 -4.19146 -4.44287
H -5.15519 -2.69475 -1.19646
H -8.69424 -0.87256 -3.06552
H -8.66925 -2.36879 -6.31297
O 4.27430 7.19892 0.94586
C 3.07425 7.24877 1.13501
C 2.16862 6.14115 0.87265
C 0.85648 6.28860 1.09751
O -0.02437 5.31424 0.88699
C 0.27774 7.57510 1.61448
O -0.92651 7.63331 1.77745
C 1.18503 8.67477 1.89675
C 2.49822 8.52818 1.67600
O 3.38072 9.49088 1.91451
H 2.59587 5.22011 0.49981
H -0.89565 5.68250 1.13086
H 0.76053 9.59025 2.28364
H 4.25154 9.12508 1.66697
O -3.76002 -7.82375 -8.56850
C -3.39403 -7.79825 -7.40935
C -4.01365 -6.97217 -6.38477
C -3.53463 -6.99479 -5.13483
O -4.05462 -6.26556 -4.15118
C -2.36349 -7.85186 -4.74647
O -1.97911 -7.80355 -3.59350
C -1.75850 -8.69393 -5.76507
C -2.23768 -8.67496 -7.01565
O -1.73298 -9.41968 -7.99242
H -4.85499 -6.35679 -6.67430
H -3.52019 -6.46364 -3.35754
H -0.92701 -9.31886 -5.47189
H -2.25971 -9.21221 -8.78794
O 3.37422 3.81666 3.71975
C 3.32315 4.38771 4.79353
C 4.29703 5.37638 5.22182
C 4.17297 5.95776 6.42257
O 5.02484 6.86979 6.87271
C 3.04553 5.61535 7.35669
O 3.01156 6.17462 8.43639
C 2.06038 4.64137 6.91988
C 2.18206 4.05874 5.71857
O 1.31703 3.15887 5.26859
H 5.10267 5.61560 4.54167
H 4.70518 7.12127 7.76071
H 1.24712 4.41320 7.59402
H 1.64230 2.86743 4.39135
*
```

Properties
Kohn-Sham gap = 7.67 eV
energy = -167418.90678 eV

Results of the Löwdin charge analysis, in e, for atoms 1 through 4: C -0.0989; C -0.3055; C -0.7209; Br 0.7110

Entry 4:
# CH3NO3

A cluster of 2 separate species, CH3NO3 in total in a non-equilibrium geometry (ωB97M-V/def2-TZVPD, OMol25).

ORCA input file:
```
! RIJCOSX wB97M-V def2-TZVPD def2/J DEFGRID3
* xyz 0 1
C 0.50336 0.28968 0.33792
N -0.85112 0.01282 -0.02861
O -1.04936 -1.13752 -0.37857
O -1.65228 0.91210 -0.03544
O 1.18122 -0.84445 0.39915
H 0.57532 1.32561 -1.29342
H 0.68524 1.09382 0.91904
H 0.60761 -1.65206 0.07994
*
```

Properties
energy above the lowest of the compared OMol25 structures with the same formula, charge and spin = 122.5 kcal/mol
Kohn-Sham gap (spin up / spin down) = 8.46 / 8.59 eV
energy = -8711.65445 eV

Results of the Löwdin charge analysis, in e, for atoms 1 through 4: C -0.1717; N -0.4442; O 0.0576; O 0.0710

Entry 5:
# ClH34O21

A cluster of 18 separate species, ClH34O21 in total in a non-equilibrium geometry (ωB97M-V/def2-TZVPD, OMol25).

ORCA input file:
```
! RIJCOSX wB97M-V def2-TZVPD def2/J DEFGRID3
* xyz -1 1
Cl -0.27132 0.07489 0.38634
O -1.53332 0.59889 1.06934
O -0.59732 -1.11011 -0.41566
O 0.33868 1.09389 -0.53866
O 0.74168 -0.31411 1.40534
O 2.90768 0.29589 -0.68466
H 3.13068 -0.57011 -0.99266
H 2.04268 0.49589 -0.94366
O 0.69768 2.28289 3.25434
H 0.21868 3.01589 2.79534
H 1.43668 2.23189 2.67334
O 1.70868 3.35889 -0.73166
H 1.34168 2.57089 -1.13466
H 2.31168 3.65989 -1.41866
O -3.08232 3.30289 0.78134
H -3.93732 3.38389 0.43234
H -2.58732 2.81389 0.14534
O -3.10832 1.85889 3.21534
H -2.48332 1.13989 3.10434
H -2.77632 2.55189 2.64134
O 0.75668 -1.18911 -3.06366
H 1.05968 -1.66111 -3.82266
H 0.84368 -0.21711 -3.22166
O -3.56232 -0.81311 -0.45166
H -2.97532 -0.24911 0.02834
H -3.09632 -1.62611 -0.67066
O -0.19132 -4.08011 -1.91466
H 0.71168 -3.77511 -2.06466
H -0.60032 -3.31411 -1.54766
O 2.22568 -2.72111 -1.34966
H 2.98368 -2.92711 -1.88366
H 1.71668 -1.99111 -1.70966
O -2.25732 -0.42411 -2.68466
H -1.30532 -0.49711 -2.44866
H -2.81832 -0.62611 -1.95366
O 2.76168 2.08489 1.49934
H 2.55268 2.54089 0.67034
H 2.94268 1.20289 1.18834
O -2.05932 2.16589 -1.58566
H -1.20632 1.71089 -1.41466
H -2.45832 1.75589 -2.34666
O 0.12568 -2.33511 3.52634
H 0.86968 -1.69011 3.55534
H 0.15368 -2.73411 2.63334
O -0.93132 0.15189 3.86234
H -0.24132 0.56889 3.28734
H -0.92532 -0.77811 3.62234
O 0.11068 -3.44111 1.14734
H -0.21232 -2.70811 0.61334
H -0.64632 -4.02011 1.17234
O 2.88368 -1.80911 1.36334
H 2.82268 -2.34211 0.54534
H 2.09468 -1.30211 1.46834
O 0.33768 1.45089 -3.32966
H 1.25068 1.58489 -3.65666
H -0.21632 1.31689 -4.10666
*
```

Properties
energy above the lowest of the compared OMol25 structures with the same formula, charge and spin = 4.5 kcal/mol
Kohn-Sham gap = 7.94 eV
energy = -56068.12597 eV

Results of the Löwdin charge analysis, in e, for atoms 1 through 4: Cl 0.9066; O -0.2947; O -0.3490; O -0.3834

Entry 6:
# C5H11N3O

A cluster of 3 separate species, C5H11N3O in total in a non-equilibrium geometry (ωB97M-V/def2-TZVPD, OMol25).

ORCA input file:
```
! RIJCOSX wB97M-V def2-TZVPD def2/J DEFGRID3
* xyz 0 1
C -2.75462 -0.33102 0.02973
C 0.52740 -0.18693 1.69752
N -1.97068 0.77447 0.52875
N 0.50183 0.57938 0.46913
C 0.03253 0.33777 -0.64476
C 2.56901 0.25874 -0.45740
C 3.17810 -0.89823 -0.36911
O -2.29055 1.92987 -0.14703
N -0.31282 0.31703 -1.82090
H -2.40873 1.71511 -1.09360
H 0.36936 0.08677 -2.53141
H 2.93554 1.21691 -0.80504
H -2.67097 -0.46441 -1.06028
H -2.41426 -1.23794 0.52981
H -3.81544 -0.17704 0.27357
H 1.47336 0.00846 2.19955
H -0.28951 0.15794 2.32823
H 0.43393 -1.26013 1.51905
H 2.68302 -1.78883 0.01430
H 4.22352 -1.03792 -0.66009
*
```

Properties
energy above the lowest of the compared OMol25 structures with the same formula, charge and spin = 194.4 kcal/mol
Kohn-Sham gap (spin up / spin down) = 9.19 / 7.83 eV
energy = -11873.34242 eV

Results of the Löwdin charge analysis, in e, for atoms 1 through 4: C -0.1444; C -0.0990; N -0.1193; N 0.0141